[1]
DFT (the ωB97M-V functional and the def2-TZVPD basis) results for a cluster of 6 separate species, C43H64F5NO16P in total.

```
! wB97M-V def2-TZVPD RIJCOSX def2/J DEFGRID3
* xyz -1 1
P -5.938 1.948 -0.171
F 8.171 1.298 0.412
F -1.887 -6.645 -0.492
F -8.988 -6.048 -0.901
F 10.503 -4.092 0.682
F 7.130 3.681 -6.409
O -0.052 -5.996 -3.324
O 7.823 -0.074 3.546
O -8.869 -4.775 -2.762
O 2.037 -6.227 -2.513
O -9.539 -3.782 -4.676
O 8.599 -2.930 0.337
O -11.060 -4.541 -3.197
O 10.833 3.738 -3.959
O 8.350 -3.258 -1.871
O 6.982 -1.831 -0.793
O 9.197 3.842 -5.515
O 0.256 -6.361 -1.130
O 6.992 1.690 4.670
O -4.975 -0.653 0.715
O 8.917 2.594 -3.670
O 7.630 1.914 2.514
N 4.915 4.189 -1.341
C -6.916 1.694 1.483
C 5.400 4.694 -2.499
C -7.569 -2.801 4.226
C 0.865 -6.199 -2.342
C 8.101 2.981 -5.770
C 2.335 4.441 3.709
C -4.070 -4.153 -0.970
C -4.094 3.690 1.234
C -5.177 -3.021 -1.064
C 5.546 4.631 -0.084
C -1.078 -5.906 -1.289
C 8.165 -0.281 2.172
C 9.755 3.422 -4.338
C -0.318 3.565 2.383
C -6.192 -3.507 -2.120
C -6.229 -1.777 2.365
C -4.290 2.217 0.777
C -9.554 -4.993 -1.542
C -0.176 3.789 3.917
C 5.186 3.751 1.144
C 3.086 3.764 2.554
C 3.745 3.295 -2.935
C -6.528 -3.971 0.808
C -9.797 -4.314 -3.651
C -2.600 4.077 1.459
C -1.349 -6.173 -2.745
C 7.885 -2.595 -0.784
C -5.809 -2.905 0.322
C -1.705 2.952 1.999
C -6.943 -2.842 2.843
C -10.952 -5.317 -2.003
C -5.660 -1.759 1.103
C 9.525 -3.968 -1.473
C -7.122 -3.961 2.053
C 7.435 1.219 3.678
C 1.269 3.559 4.406
C 7.673 2.576 -4.385
C 9.322 -4.104 0.015
C 3.902 3.317 -1.578
C 4.351 4.574 2.180
C -5.641 0.055 -0.404
C 4.697 4.150 -3.558
C 8.490 1.117 1.717
H -2.193 4.541 0.552
H 4.064 5.549 1.769
H -11.071 -6.375 -2.244
H -0.420 4.832 4.154
H 4.862 4.386 -4.599
H -11.712 -5.030 -1.280
H -1.519 2.242 1.187
H -2.599 4.871 2.229
H 1.312 3.787 5.481
H -7.705 -4.815 2.389
H 2.484 3.689 1.640
H -6.250 3.376 -0.103
H 1.934 5.402 3.360
H 4.685 2.822 0.871
H 7.310 -0.701 1.642
H -4.107 -4.667 -0.008
H -4.213 1.630 1.697
H 6.215 5.405 -2.462
H -6.100 -0.909 3.007
H -1.143 -4.856 -1.003
H -0.845 3.106 4.451
H -5.663 -3.767 -3.046
H -4.517 4.404 0.521
H -2.130 2.442 2.868
H -8.438 -3.462 4.290
H 5.270 5.679 0.073
H -4.578 3.754 2.219
H -6.652 -4.871 0.209
H -0.246 4.556 1.917
H -1.690 -7.195 -2.920
H 9.592 -4.928 -1.979
H -2.071 -5.481 -3.172
H 6.630 4.586 -0.227
H -7.228 1.768 -0.883
H 4.948 4.760 3.080
H 3.375 2.780 -0.808
H 3.409 2.747 2.816
H 0.509 2.956 2.005
H -7.069 2.707 1.891
H 9.008 -0.960 2.076
H 6.984 3.290 -3.933
H 3.086 4.675 4.478
H -9.476 -4.102 -0.916
H 9.526 1.420 1.883
H 6.152 3.527 1.626
H -6.666 -4.424 -1.770
H 3.013 2.715 -3.486
H -7.925 1.297 1.303
H -4.658 -2.124 -1.389
H -6.939 -2.746 -2.367
H -4.255 -4.897 -1.756
H -6.820 -3.182 4.937
H 7.220 1.588 -4.357
H -5.113 -0.169 -1.344
H 1.542 2.501 4.309
H -6.369 1.139 2.256
H -7.822 -1.785 4.540
H -3.084 -3.691 -1.099
H 8.745 -4.981 0.315
H 10.409 -3.375 -1.714
H -5.302 2.165 -1.485
H 8.427 2.155 -6.405
H -6.636 -0.405 -0.515
H -3.478 1.990 0.068
*
```

Properties
* LUMO level: 1.3 eV
* frontier orbital gap: 4.891 eV

***

[2]
DFT (the ωB97M-V functional and the def2-TZVPD basis) results for a structure of composition C43H68FGeN4O4RbSi3.

```
! wB97M-V def2-TZVPD RIJCOSX def2/J DEFGRID3
* xyz 1 2
Rb -0.163 0.040 0.431
Ge -1.196 1.033 -3.391
Si -0.261 -0.488 -5.043
Si -3.639 1.218 -3.434
Si -0.341 3.379 -4.061
F 3.639 -6.352 0.879
O 0.693 -2.326 0.364
O -2.306 -1.109 -0.432
O 0.257 2.629 0.114
O -0.909 -1.017 -2.151
N -1.303 -5.416 -1.405
N 3.494 -10.227 1.529
N 3.262 -0.506 -0.587
N 2.254 -8.537 -0.417
C 5.453 -1.333 -1.047
C -3.567 -6.509 -1.313
C -1.082 -3.059 -1.030
C 3.660 -8.819 -0.488
C 1.635 2.544 0.416
C 2.066 -9.824 1.660
C -0.927 -0.175 3.493
C 0.505 -6.940 -0.907
C -2.156 -6.487 -1.823
C -1.511 -1.616 -1.218
C 2.309 1.391 -1.738
C 5.625 -0.379 -2.038
C 1.907 -4.869 0.292
C 1.484 -0.255 3.298
C 1.535 1.112 3.552
C 0.653 -4.597 -0.285
C -4.453 -0.460 -3.047
C -0.849 1.194 3.712
C 4.602 0.524 -2.266
C 2.752 -1.011 3.042
C -4.180 2.597 -2.216
C -4.303 1.723 -5.167
C 0.431 3.312 4.081
C 1.762 -7.208 -0.333
C 4.250 -1.354 -0.360
C 1.517 -9.575 0.247
C -1.319 3.879 -5.631
C 2.421 -6.142 0.270
C 0.135 -3.243 -0.264
C -1.199 -2.140 -5.287
C -0.694 4.753 -2.752
C -2.574 -7.506 -0.799
C 0.378 1.846 3.765
C 3.426 0.416 -1.525
C -2.251 -0.878 3.519
C -0.250 0.400 -6.750
C 0.251 -0.889 3.297
C 1.496 3.585 -4.617
C 1.581 -0.825 -4.622
C 2.491 2.628 -0.841
C 4.291 -9.149 0.876
C -1.748 -4.117 -1.532
C -0.058 -5.665 -0.874
H -1.238 0.770 -7.011
H -2.203 -7.371 0.206
H 2.445 -4.060 0.756
H -1.391 3.061 -6.339
H -2.541 -1.079 4.552
H 6.225 -2.050 -0.819
H -2.325 4.205 -5.394
H -1.978 -6.830 -2.840
H 4.180 -7.969 -0.930
H 3.322 -0.518 2.256
H 4.280 -8.275 1.525
H 2.500 1.602 3.603
H -5.537 -0.393 -3.012
H -0.562 -2.904 -5.724
H -0.035 3.500 5.046
H -5.257 2.735 -2.238
H 0.186 5.335 -2.496
H 1.679 -1.151 -3.590
H 2.168 0.081 -4.746
H 0.202 -1.960 3.144
H -5.386 1.639 -5.194
H -3.865 -5.713 -0.647
H 1.929 3.340 1.116
H 5.320 -9.483 0.744
H 1.591 -10.502 -0.337
H 6.532 -0.339 -2.625
H -1.536 -2.505 -4.324
H -4.185 -1.182 -3.812
H 0.148 3.422 -0.431
H 3.799 -9.683 -1.152
H 0.466 -9.292 0.309
H 0.430 1.246 -6.733
H -0.001 -7.748 -1.409
H -2.193 -1.826 2.988
H 2.206 3.534 -1.382
H -3.724 3.549 -2.475
H 1.456 3.668 4.121
H 1.506 -10.605 2.175
H -2.685 -4.004 -2.056
H 3.368 -1.043 3.942
H -0.114 3.888 3.334
H -1.098 4.327 -1.838
H 4.063 -2.095 0.402
H 4.694 1.305 -3.007
H -2.665 -8.539 -1.101
H -3.894 2.365 -1.193
H 2.210 3.482 -3.807
H 3.538 2.723 -0.551
H -0.821 4.701 -6.139
H -1.428 5.448 -3.141
H 2.022 -8.902 2.241
H -3.903 1.084 -5.949
H -4.053 2.746 -5.420
H -4.352 -6.847 -1.971
H 2.030 -1.585 -5.257
H 2.294 1.678 -2.787
H 2.530 -2.026 2.725
H 3.892 -10.451 2.448
H -1.753 1.766 3.882
H 1.649 4.572 -5.044
H 3.534 -11.070 0.938
H 1.750 2.862 -5.387
H -4.101 -0.845 -2.097
H 0.073 -0.264 -7.544
H 1.793 1.584 0.910
H -3.027 -0.265 3.062
H -2.066 -2.025 -5.931
H 1.357 0.913 -1.496
*
```

Properties
* LUMO level (spin up / spin down): -3.2 / -3.2 eV
* frontier orbital gap (spin up / spin down): 3.536 / 5.394 eV
* relative energy (zero: lowest compared OMol25 entry of this formula, charge and spin): 192.8 kJ/mol

***

| no. | E (Ha) | M (g/mol) |
| --- | --- | --- |
| 1 | -3776.0917 | 976.940 |
| 2 | -5268.4893 | 966.375 |